Molecular formula: C43H84ClF12N13O17S4
Method: DFT, ωB97M-V/def2-TZVPD

The spin multiplicity is 1. As for the charge: +4.

Last column: Mulliken charge in e.
Element x y z (Å)
C -1.643 -2.854 6.146  -0.41
C -3.124 -2.934 6.031  0.37
O -3.860 -3.844 6.119  -0.42
N -3.711 -1.558 5.708  -0.06
H -4.721 -1.578 5.875  0.41
H -3.375 -0.882 6.403  0.42
C -3.307 -1.012 4.334  -0.56
H -1.174 -3.821 6.275  0.41
H -1.418 -2.159 6.960  0.43
H -1.297 -2.370 5.233  -0.23
H -3.535 -1.836 3.662  0.25
H -2.264 -0.731 4.269  0.00
H -3.961 -0.155 4.215  0.51
C -2.891 -3.751 -4.263  -1.21
C -2.860 -2.282 -4.042  0.63
O -3.736 -1.596 -3.679  -0.41
N -1.486 -1.680 -4.348  0.40
H -1.312 -0.884 -3.689  -0.43
H -0.716 -2.299 -4.079  0.47
C -1.346 -1.191 -5.755  -0.67
H -2.361 -4.021 -5.179  0.39
H -3.923 -4.082 -4.346  0.36
H -2.417 -4.318 -3.457  0.35
H -0.378 -0.714 -5.890  0.17
H -2.109 -0.431 -5.894  0.37
H -1.395 -2.039 -6.433  0.37
C 4.740 -1.881 -4.277  -0.78
C 4.152 -0.606 -4.737  0.29
O 3.776 0.297 -4.070  -0.17
N 3.927 -0.508 -6.258  -0.10
H 4.759 -0.935 -6.697  0.44
H 3.228 -1.166 -6.621  0.41
C 3.613 0.833 -6.815  -0.81
H 5.800 -1.943 -4.534  0.45
H 4.255 -2.799 -4.624  0.47
H 4.592 -1.931 -3.200  -0.18
H 3.169 0.699 -7.800  0.36
H 4.439 1.518 -7.005  0.33
H 2.946 1.343 -6.126  0.27
C -0.527 4.221 -0.029  -0.55
C -1.449 4.883 -0.999  0.42
O -1.282 5.985 -1.373  -0.47
N -2.564 4.061 -1.519  0.79
H -2.170 3.252 -2.020  -0.25
H -3.113 3.692 -0.722  0.38
C -3.541 4.789 -2.400  -0.67
H 0.496 4.443 -0.314  0.43
H -0.692 3.139 -0.078  0.02
H -0.851 4.453 0.987  0.24
H -2.969 5.339 -3.139  0.27
H -4.248 5.361 -1.810  0.35
H -4.134 4.087 -2.986  0.32
C 3.715 -4.967 -1.519  -0.94
C 3.009 -5.190 -0.226  0.58
O 3.073 -6.143 0.446  -0.38
N 2.101 -4.073 0.276  0.58
H 1.845 -3.451 -0.491  0.35
H 1.177 -4.498 0.518  0.16
C 2.625 -3.248 1.433  -0.88
H 3.137 -4.376 -2.227  0.28
H 3.785 -5.991 -1.890  0.43
H 4.717 -4.575 -1.341  0.14
H 3.562 -2.819 1.101  0.19
H 2.741 -3.966 2.238  0.91
H 1.897 -2.464 1.613  -0.29
C 0.628 8.300 -4.254  -1.26
C 1.300 7.564 -3.110  -0.28
N 1.466 6.118 -3.401  0.31
C 0.509 5.224 -3.818  -0.85
C 1.134 4.031 -3.937  -0.47
N 2.406 4.160 -3.419  0.28
C 2.580 5.466 -3.112  -0.02
C 3.415 3.153 -3.207  -0.85
H 0.616 9.373 -4.074  0.42
H -0.358 7.908 -4.499  0.33
H 1.223 8.216 -5.168  0.36
H 0.839 7.688 -2.134  0.32
H 2.319 7.949 -3.058  0.32
H -0.449 5.523 -4.201  0.54
H 0.770 3.127 -4.395  0.52
H 3.527 5.917 -2.863  0.43
H 4.364 3.634 -2.961  0.35
H 3.648 2.645 -4.139  0.15
H 3.216 2.456 -2.395  0.35
C 3.138 -0.030 -0.296  0.35
C 2.136 0.804 0.467  0.69
N 0.979 -0.044 0.805  1.07
C 0.607 -0.558 2.030  -0.77
C -0.607 -1.131 1.870  -1.25
N -0.931 -1.058 0.549  1.31
C 0.070 -0.482 -0.093  -0.81
C -2.117 -1.648 -0.058  -0.49
H 4.043 0.565 -0.455  0.77
H 2.743 -0.259 -1.290  0.06
H 3.488 -0.924 0.217  -0.89
H 1.784 1.645 -0.132  -0.05
H 2.537 1.210 1.393  -0.85
H 1.213 -0.514 2.927  0.45
H -1.304 -1.548 2.575  0.78
H 0.132 -0.294 -1.158  0.18
H -2.015 -1.627 -1.139  -0.20
H -3.022 -1.167 0.302  0.17
H -2.182 -2.699 0.234  0.33
C 5.953 1.021 4.113  -1.52
C 4.816 1.765 3.432  0.44
N 3.684 2.160 4.262  0.32
C 2.662 2.996 3.848  -1.10
C 1.710 3.013 4.817  -0.52
N 2.122 2.146 5.800  0.29
C 3.256 1.592 5.382  -0.54
C 1.315 1.842 6.986  -0.82
H 6.897 1.202 3.615  0.37
H 5.724 -0.038 4.246  0.33
H 6.019 1.313 5.167  0.47
H 4.464 1.269 2.522  -0.25
H 5.264 2.658 2.983  0.38
H 2.816 3.540 2.931  0.62
H 0.829 3.607 4.989  0.71
H 3.732 0.747 5.861  0.73
H 0.695 1.003 6.664  0.21
H 0.748 2.673 7.386  0.34
H 1.950 1.380 7.738  0.39
C -9.611 -3.048 -3.754  -1.20
C -9.668 -1.565 -3.407  -0.22
N -8.898 -1.191 -2.197  0.15
C -9.246 -0.152 -1.385  -0.38
C -8.298 -0.034 -0.419  -0.48
N -7.281 -0.876 -0.778  0.27
C -7.693 -1.626 -1.803  -0.30
C -5.909 -0.837 -0.290  -0.69
H -8.736 -3.333 -4.340  0.35
H -10.485 -3.235 -4.375  0.37
H -9.616 -3.693 -2.878  0.37
H -10.676 -1.302 -3.089  0.32
H -9.405 -0.916 -4.241  0.29
H -10.139 0.415 -1.586  0.44
H -8.182 0.642 0.410  0.49
H -7.085 -2.270 -2.414  0.46
H -5.654 -1.605 0.438  0.30
H -5.698 0.144 0.130  0.29
H -5.294 -0.961 -1.182  0.15
Cl -1.165 1.323 -3.069  -0.75
C 0.191 -5.658 3.610  0.58
F 0.953 -4.676 4.120  -0.07
F 0.956 -6.497 2.899  -0.24
F -0.387 -6.336 4.592  -0.21
S -1.159 -4.914 2.485  0.76
O -1.814 -3.903 3.310  -0.50
O -0.463 -4.339 1.323  -0.89
O -2.046 -6.009 2.122  -0.68
C 3.469 -2.290 4.797  0.39
F 3.441 -3.588 4.507  -0.27
F 4.666 -2.041 5.276  -0.21
F 3.169 -1.669 3.648  -0.02
S 2.125 -1.927 6.044  1.07
O 1.905 -3.106 6.820  -0.72
O 2.622 -0.824 6.873  -0.76
O 1.007 -1.506 5.197  -0.36
C -1.917 2.387 3.507  0.31
F -1.032 1.377 3.469  -0.05
F -2.332 2.437 4.774  -0.24
F -1.294 3.543 3.198  -0.20
S -3.357 2.144 2.264  0.65
O -3.332 0.721 1.982  -0.41
O -4.492 2.588 3.031  -0.64
O -3.078 2.975 1.092  -0.61
C 7.210 -0.742 -1.187  0.46
F 6.630 0.104 -2.057  -0.18
F 7.899 -1.662 -1.896  -0.23
F 8.180 -0.165 -0.474  -0.20
S 5.966 -1.563 -0.029  1.11
O 4.937 -2.149 -0.895  -0.51
O 6.735 -2.532 0.720  -0.67
O 5.468 -0.493 0.819  -0.66

=====

Molecular formula: C3H6N2O2
Method: DFT, ωB97M-V/def2-TZVPD

The spin multiplicity is 1.

Last column: Mulliken charge in e.
Element x y z (Å)
C 2.650 0.401 0.234  0.75
C -1.518 -0.248 0.178  -0.35
C 0.255 -0.421 -0.824  -0.61
N -0.659 -1.327 -0.086  -0.38
N -0.487 0.836 -0.033  -0.16
O 3.333 -0.318 -0.295  -0.30
O 2.031 1.107 0.872  -0.48
H -2.336 -0.361 -0.592  0.25
H -1.963 -0.229 1.279  0.26
H -0.200 -0.391 -1.800  0.20
H -0.228 -1.757 0.690  0.23
H -0.929 1.652 -0.455  0.26
H 0.051 1.056 0.832  0.33

=====

no.,frontier orbital gap (eV),energy (hartree)
1,5.76,-6929.8437
2,7.79,-377.7794